Entry 1:
Formula: C38H39MnN2OP3
Source: the OMol25 dataset
Level of theory: wB97M-V/def2-TZVPD

Last column: Mulliken charge in e.
Cartesian coordinates (Å):
C 4.649 2.658 -0.518  -0.99
C 3.284 2.472 -0.750  0.59
C 2.817 1.170 -1.072  0.69
C 3.666 0.058 -1.050  0.46
C 5.012 0.257 -0.728  -1.29
C 5.501 1.546 -0.484  -0.83
C 3.048 -1.279 -1.393  -0.42
C 2.072 -1.094 -2.535  0.60
C 1.293 0.064 -2.530  0.69
C 0.415 0.391 -3.598  0.36
C 0.347 -0.477 -4.691  -1.14
C 1.080 -1.674 -4.680  -0.86
C 1.940 -1.977 -3.615  -1.25
H 5.038 3.663 -0.318  0.47
H 5.679 -0.604 -0.693  0.52
H 6.556 1.686 -0.239  0.44
H 3.826 -2.007 -1.654  0.77
H -0.314 -0.237 -5.533  0.48
H 0.971 -2.386 -5.507  0.42
H 2.531 -2.896 -3.624  0.53
N 1.494 0.968 -1.477  0.59
Mn -0.003 1.004 -0.288  0.07
C 2.259 3.585 -0.662  -1.35
H 1.807 3.775 -1.652  0.33
H 2.712 4.516 -0.295  0.67
C -0.373 1.675 -3.505  -1.30
H 0.303 2.547 -3.542  0.45
H -1.088 1.766 -4.330  0.56
P 0.891 3.132 0.487  1.21
P -1.308 1.809 -1.897  0.99
C -2.881 0.979 -2.297  -1.42
H -3.499 0.903 -1.393  0.28
H -3.406 1.567 -3.061  0.61
H -2.688 -0.030 -2.682  0.36
C -1.773 3.584 -1.885  -1.42
H -2.632 3.765 -2.548  0.61
H -2.071 3.882 -0.870  0.38
H -0.919 4.197 -2.205  0.32
C 1.758 3.030 2.078  -1.51
H 2.137 4.035 2.312  0.66
H 1.061 2.707 2.865  0.45
H 2.591 2.320 2.012  0.26
C -0.065 4.668 0.716  -1.28
H -0.919 4.478 1.380  0.42
H 0.591 5.400 1.201  0.51
H -0.429 5.083 -0.228  0.38
C -1.120 1.647 0.994  0.34
O -1.807 1.949 1.895  -0.29
H 2.484 -1.653 -0.508  0.00
N -0.126 -0.730 0.009  0.47
P -0.963 -1.478 1.189  -0.22
C -0.132 -1.027 2.753  1.16
C -0.535 -1.556 3.995  -0.44
C 0.270 -1.367 5.124  -0.84
C 1.476 -0.661 5.049  -0.67
C 1.884 -0.116 3.824  -0.97
C 1.084 -0.312 2.699  -0.32
C -2.742 -1.158 0.901  0.81
C -3.567 -0.379 1.721  -0.39
C -4.939 -0.298 1.460  -0.82
C -5.496 -1.019 0.402  -0.52
C -4.669 -1.715 -0.490  -0.66
C -3.293 -1.754 -0.248  -0.89
C -1.011 -3.298 1.178  0.90
C -1.960 -3.975 1.975  -0.51
C -2.073 -5.368 1.876  -0.76
C -1.263 -6.081 0.982  -0.56
C -0.289 -5.411 0.232  -0.66
C -0.141 -4.023 0.349  -0.18
H -1.475 -2.103 4.070  0.32
H -0.057 -1.785 6.078  0.43
H 2.102 -0.523 5.929  0.41
H 2.804 0.469 3.748  0.49
H 1.437 0.101 1.745  0.35
H -3.141 0.140 2.574  0.46
H -5.568 0.313 2.112  0.47
H -6.582 -1.057 0.268  0.42
H -5.086 -2.238 -1.358  0.45
H -2.641 -2.281 -0.946  0.51
H -2.624 -3.427 2.657  0.27
H -2.813 -5.874 2.502  0.41
H -1.388 -7.166 0.888  0.39
H 0.361 -5.979 -0.436  0.43
H 0.634 -3.487 -0.210  0.18

The net charge is +2. Its spin multiplicity is 4. The LUMO energy (spin up / spin down) is -6.3 / -8.0 eV. The HOMO-LUMO gap (spin up / spin down) comes out at 7.48 / 5.78 eV. As for the expectation value of S²: 3.837.

=====

Entry 2:
Formula: HI4NP2
Source: the OMol25 dataset
Level of theory: wB97M-V/def2-TZVPD

Last column: Mulliken charge in e.
Cartesian coordinates (Å):
N -0.779 -0.798 -0.200  -0.51
P 0.278 -1.982 -0.046  0.08
P -0.347 1.652 -0.841  0.19
I 1.842 -1.520 1.863  -0.13
I 1.655 -1.596 -2.013  -0.04
I -2.457 2.462 -0.011  0.02
I 1.279 2.495 0.717  0.12
H -1.472 -0.712 0.532  0.27

Its spin multiplicity is 1. The LUMO energy (spin up / spin down) is -2.3 / -2.4 eV. The HOMO-LUMO gap (spin up / spin down) comes out at 5.87 / 5.60 eV.

=====

Entry 3:
Formula: C20H19F5N2O
Source: the OMol25 dataset
Level of theory: wB97M-V/def2-TZVPD

Last column: Mulliken charge in e.
Cartesian coordinates (Å):
F 2.474 1.643 3.461  -0.41
C 1.665 0.641 3.025  0.30
C 1.899 0.117 1.754  -0.46
C 1.070 -0.861 1.254  -0.10
C 0.011 -1.310 2.043  1.29
C -1.031 -2.268 1.837  0.26
C -1.272 -3.003 0.563  -1.07
C -1.750 -2.019 -0.514  0.48
N -1.554 -2.572 -1.841  -0.29
C -1.544 -1.558 -2.883  -1.27
C -0.296 -0.724 -2.744  0.39
C 0.944 -1.343 -2.816  -0.51
C 2.101 -0.602 -2.660  -0.72
C 2.033 0.758 -2.425  -0.42
C 0.794 1.382 -2.340  0.47
O 0.829 2.753 -2.151  -0.48
C -0.189 3.377 -1.437  -1.01
C -0.099 3.106 0.077  1.07
F -0.350 1.803 0.360  -0.18
F -1.081 3.803 0.712  -0.36
C 1.244 3.511 0.726  0.14
F 2.273 2.857 0.168  -0.19
F 1.447 4.827 0.516  -0.31
C -0.369 0.641 -2.501  0.05
C -1.774 -2.281 2.979  -0.83
N -1.259 -1.393 3.891  0.01
C -0.176 -0.777 3.342  -0.75
C 0.650 0.218 3.852  -1.03
H 2.724 0.500 1.175  0.44
H 1.235 -1.263 0.267  0.44
H -0.342 -3.453 0.213  0.29
H -2.007 -3.796 0.712  0.40
H -1.143 -1.114 -0.444  -0.39
H -2.797 -1.733 -0.318  0.22
H -2.255 -3.279 -2.036  0.29
H -2.436 -0.908 -2.856  0.32
H -1.528 -2.073 -3.849  0.48
H 0.988 -2.408 -2.983  0.42
H 3.065 -1.085 -2.716  0.39
H 2.920 1.356 -2.295  0.48
H -0.059 4.454 -1.586  0.41
H -1.196 3.089 -1.763  0.33
H 1.239 3.318 1.809  0.21
H -1.341 1.107 -2.440  0.17
H -2.640 -2.867 3.220  0.42
H -1.631 -1.217 4.808  0.18
H 0.512 0.648 4.832  0.43

Its spin multiplicity is 1. The LUMO energy is 0.8 eV. The HOMO-LUMO gap comes out at 8.63 eV. The SMILES is Fc1ccc2c(CCNCc3cccc(OCC(F)(F)C(F)F)c3)c[nH]c2c1.

=====

Entry 4:
Formula: C51H58BaI2N2O6PS2Te
Source: the OMol25 dataset
Level of theory: wB97M-V/def2-TZVPD

Last column: Mulliken charge in e.
Cartesian coordinates (Å):
Ba 0.809 -0.599 -1.054  1.01
I 4.390 -3.453 -4.112  -0.04
C 2.349 -3.384 -4.439  -0.12
C 1.786 -4.206 -5.427  -0.39
C 0.442 -4.222 -5.675  -0.20
I -0.294 -5.492 -7.146  0.00
C -0.420 -3.375 -4.915  1.19
C -1.831 -3.359 -5.040  -0.83
C -2.586 -2.549 -4.240  -1.31
C -1.922 -1.710 -3.324  -0.58
N -0.620 -1.683 -3.205  0.92
C 0.147 -2.522 -3.952  -1.11
C 1.585 -2.528 -3.664  -0.13
O 2.036 -1.794 -2.730  0.39
H 2.449 -4.846 -5.995  0.30
H -2.297 -4.020 -5.761  0.10
H -3.666 -2.543 -4.279  0.60
H -2.495 -1.072 -2.661  0.61
O 0.103 1.457 0.610  -0.17
H 0.985 1.546 1.009  0.23
H -0.497 0.995 1.244  -0.25
O 2.997 -2.604 -0.149  -0.50
H 3.768 -2.047 0.016  0.25
H 2.893 -2.616 -1.115  0.28
S 4.344 1.203 -3.589  -0.23
C -0.175 -4.041 -0.641  -0.33
C -1.161 -3.186 0.204  0.02
O -2.075 -3.816 0.778  -0.68
N -0.887 -1.899 0.240  0.42
Te -1.982 -0.939 1.996  -0.07
C -3.354 -0.009 3.772  -1.29
C -4.167 1.122 3.689  1.50
C -4.303 1.873 2.397  -0.71
C -4.874 1.597 4.793  -1.18
C -4.792 0.975 6.028  0.93
C -5.562 1.485 7.214  -1.52
C -3.966 -0.136 6.130  -0.97
C -3.257 -0.620 5.034  1.96
C -2.360 -1.810 5.266  -1.63
C -3.764 -1.000 0.826  -0.13
C -4.776 -1.915 1.139  0.98
C -4.679 -2.854 2.295  -1.35
C -5.910 -1.980 0.331  -0.89
C -6.075 -1.178 -0.783  0.62
C -7.311 -1.278 -1.635  -1.64
C -5.061 -0.283 -1.087  -0.86
C -3.918 -0.183 -0.302  1.03
C -2.894 0.836 -0.709  -0.71
H -0.436 -5.097 -0.556  0.40
H 0.856 -3.904 -0.309  0.01
H -0.212 -3.775 -1.699  -0.16
H -3.321 2.023 1.944  -0.33
H -4.765 2.851 2.555  0.33
H -4.903 1.327 1.667  0.22
H -5.503 2.479 4.687  0.19
H -6.110 2.393 6.960  0.33
H -4.902 1.721 8.053  0.32
H -6.289 0.754 7.575  0.30
H -3.866 -0.641 7.089  0.27
H -2.504 -2.209 6.273  0.35
H -1.305 -1.546 5.159  0.27
H -2.535 -2.607 4.544  0.26
H -3.791 -3.474 2.169  0.20
H -5.573 -3.481 2.341  0.44
H -4.596 -2.305 3.231  0.09
H -6.683 -2.699 0.584  0.19
H -7.982 -2.047 -1.252  0.35
H -7.073 -1.533 -2.670  0.30
H -7.863 -0.335 -1.656  0.32
H -5.155 0.361 -1.957  0.34
H -3.044 1.107 -1.756  -0.04
H -1.890 0.453 -0.570  -0.27
H -2.955 1.739 -0.098  0.36
O 2.686 1.158 0.185  0.67
P 4.177 1.229 0.458  0.27
C 4.469 2.537 1.701  -0.05
C 5.637 2.620 2.456  -0.21
C 5.788 3.611 3.409  -0.69
C 4.765 4.532 3.615  -0.47
C 3.599 4.458 2.866  -0.75
C 3.452 3.462 1.911  -0.21
C 4.556 -0.290 1.413  -0.14
C 3.655 -0.798 2.344  -0.23
C 3.942 -1.955 3.042  -0.65
C 5.135 -2.630 2.812  -0.46
C 6.042 -2.141 1.885  -0.60
C 5.753 -0.973 1.192  0.20
C 5.270 1.429 -0.846  -0.16
C 6.274 2.424 -0.931  -0.97
C 7.199 2.433 -1.970  -0.40
C 7.176 1.516 -3.003  -1.08
C 6.076 0.580 -3.095  -1.10
C 5.094 0.536 -2.002  0.87
H 6.436 1.903 2.303  0.39
H 6.697 3.664 3.994  0.39
H 4.879 5.306 4.365  0.37
H 2.796 5.166 3.025  0.41
H 2.542 3.391 1.331  0.25
H 2.703 -0.305 2.500  0.33
H 3.217 -2.348 3.740  0.44
H 5.342 -3.549 3.344  0.37
H 6.964 -2.673 1.688  0.38
H 6.450 -0.576 0.461  0.39
H 6.352 3.170 -0.148  0.34
H 7.981 3.187 -1.964  0.34
H 7.909 1.543 -3.796  0.33
H 6.254 -0.356 -3.614  0.43
H 4.659 -0.444 -1.817  0.34
C -1.703 3.678 -4.921  -1.30
C -1.869 2.565 -3.902  -0.76
S -0.311 2.015 -3.170  0.98
O 0.704 2.012 -4.264  -0.78
C 0.019 3.426 -2.080  -0.26
C 1.518 3.644 -1.948  -1.01
H -2.604 3.759 -5.530  0.43
H -0.855 3.463 -5.570  0.29
H -1.536 4.642 -4.443  0.28
H -2.293 1.671 -4.361  0.45
H -2.519 2.847 -3.072  0.37
H -0.411 3.138 -1.119  0.02
H -0.496 4.313 -2.453  0.51
H 1.985 2.850 -1.368  0.08
H 1.691 4.585 -1.421  0.42
H 2.001 3.681 -2.922  0.33

The net charge is -2. Its spin multiplicity is 2. The LUMO energy (spin up / spin down) is 3.2 / 3.2 eV. The HOMO-LUMO gap (spin up / spin down) comes out at 4.18 / 4.69 eV. As for the expectation value of S²: 0.767.

=====

Number 1: total energy -104239.855 eV. Number 2: total energy -52486.933 eV. Number 3: total energy -39663.877 eV. Number 4: total energy -124244.952 eV.